(1)
8
Properties=species:S:1:pos:R:3:lowdin_charge:R:1 method="wB97M-V/def2-TZVPD" homo_lumo_gap_ev=6.50 charge=-1 e_above_lowest_ev=1.111
O 2.48 1.00 -0.68 -0.679
C -0.28 -0.48 -0.01 -0.045
C -1.59 -0.42 0.41 -0.093
H 3.03 1.78 -0.40 -0.202
H 0.14 -1.32 -0.48 0.015
H 0.56 0.25 0.13 0.017
H -2.20 -1.25 0.29 -0.021
H -2.14 0.43 0.73 0.008



(2)
54
Properties=species:S:1:pos:R:3:lowdin_charge:R:1 method="wB97M-V/def2-TZVPD" homo_lumo_gap_ev=8.67 charge=0 e_above_lowest_ev=1.800 smiles=CCCCc1nc(NC[C@H]2CCCO2)c(C#N)c2c1COC(C)(C)C2
O 3.94 -0.35 0.40 -0.075
O -2.67 -0.16 -1.74 -0.120
N -0.50 3.67 0.54 0.174
N -2.32 0.73 0.93 0.072
N -0.84 -1.04 0.82 0.189
C -4.38 1.43 -1.28 -0.124
C -0.03 -3.68 -1.65 -0.250
C 0.45 -3.03 0.79 -0.118
C -2.33 1.04 -2.40 -0.193
C 3.71 0.74 2.59 -0.006
C -3.81 0.05 -0.92 -0.302
C 0.04 1.18 0.70 -0.109
C -3.44 -0.10 0.57 -0.126
C 1.34 0.67 0.64 -0.095
C -0.22 2.56 0.62 -0.217
C 1.52 -0.71 0.67 -0.096
C 5.03 1.71 0.69 -0.014
C 3.79 0.90 1.07 -0.565
C 2.52 1.59 0.54 -0.054
C -3.65 1.79 -2.58 -0.143
C 2.91 -1.29 0.63 -0.150
C -1.04 0.27 0.79 -0.265
C 0.05 -2.28 -2.25 -0.090
C 0.38 -1.53 0.75 -0.225
C -0.52 -3.69 -0.20 -0.205
H -0.90 -1.76 -2.12 0.059
H 4.94 2.73 1.07 0.089
H -4.19 1.39 -3.44 0.114
H 0.96 -4.15 -1.70 0.105
H 3.01 -2.00 -0.19 0.133
H -2.43 1.73 0.80 0.115
H -3.51 2.86 -2.71 0.114
H -0.68 -4.72 0.11 0.107
H 3.10 -1.83 1.57 0.136
H -1.85 0.78 -3.34 0.125
H -4.13 2.16 -0.50 0.109
H 2.78 0.28 2.89 0.086
H 2.33 2.51 1.09 0.131
H -4.53 -0.75 -1.17 0.147
H 3.79 1.71 3.07 0.091
H 2.67 1.84 -0.51 0.147
H -4.30 0.17 1.19 0.127
H 5.13 1.74 -0.39 0.088
H -1.63 1.64 -1.80 0.111
H 0.17 -3.34 1.80 0.127
H 1.47 -3.38 0.60 0.105
H -5.46 1.41 -1.39 0.114
H -3.14 -1.13 0.77 0.111
H 0.26 -2.35 -3.32 0.073
H 5.91 1.24 1.11 0.087
H -0.71 -4.28 -2.24 0.103
H 4.54 0.11 2.93 0.094
H 0.83 -1.69 -1.79 0.063
H -1.47 -3.16 -0.14 0.098



The evaluated E_HOMO for the records listed, in turn: -2.25 -8.13 eV.
The evaluated E_tot for the records listed, in turn: -154.37231 -1094.26946 Eh.